Below is the molecule C21H18ClNO6S at a distorted geometry, with properties calculated with ωB97M-V/def2-TZVPD.

Geometry as XYZ:
```
48
Properties=species:S:1:pos:R:3:mulliken_charge:R:1
O -2.098 -3.150 0.930 -0.673
C -1.091 -2.481 0.809 0.381
N -0.920 -1.513 -0.124 0.084
H -0.130 -0.890 -0.030 0.198
C -2.022 -1.042 -0.942 -1.452
C -2.545 0.269 -0.414 0.533
C -2.016 1.466 -0.871 -0.037
C -2.439 2.695 -0.369 -1.112
C -3.402 2.671 0.609 0.974
C -3.931 1.468 1.082 0.786
C -3.518 0.256 0.589 -1.029
H -3.924 -0.670 0.961 0.503
O -4.864 1.733 2.049 -0.496
C -4.906 3.138 2.172 -0.247
O -3.993 3.717 1.266 -0.490
H -4.638 3.426 3.201 0.251
H -5.924 3.497 1.950 0.245
H -2.029 3.624 -0.728 0.444
H -1.257 1.453 -1.638 0.102
H -1.675 -0.930 -1.972 0.174
H -2.794 -1.814 -0.895 0.615
C 0.097 -2.653 1.671 0.203
C 0.229 -3.174 2.929 -0.543
C 1.566 -2.931 3.319 -1.078
C 2.164 -2.296 2.267 0.645
O 1.281 -2.136 1.261 0.049
C 3.506 -1.713 2.062 -0.875
H 4.200 -2.372 1.541 0.358
H 3.951 -1.382 2.997 0.436
S 3.336 -0.235 0.963 1.158
O 2.100 0.441 1.229 -0.585
O 4.549 0.524 1.090 -0.684
C 3.298 -0.958 -0.730 -1.164
C 2.644 0.023 -1.639 0.527
C 3.136 1.321 -1.719 -0.401
C 2.519 2.250 -2.537 -0.691
C 1.417 1.896 -3.299 -0.478
C 0.936 0.601 -3.220 -0.011
C 1.529 -0.335 -2.386 -0.358
H 1.131 -1.337 -2.334 0.410
Cl -0.425 0.135 -4.186 -0.184
H 0.938 2.614 -3.945 0.480
H 2.898 3.259 -2.588 0.421
H 3.993 1.597 -1.125 0.456
H 4.343 -1.125 -0.981 0.541
H 2.751 -1.895 -0.678 0.534
H 2.023 -3.192 4.251 0.521
H -0.540 -3.650 3.500 0.557
```

- E_LUMO (eV) = 0.39
- SMILES = O=C(NCc1ccc2c(c1)OCO2)c1ccc(CS(=O)(=O)Cc2cccc(Cl)c2)o1
- HOMO level (Eh) = -0.294



Below is a structure of composition C26H21Cl3IIrN6O6S at a distorted geometry, with properties calculated with ωB97M-V/def2-TZVPD.

Geometry as XYZ:
```
65
Properties=species:S:1:pos:R:3:mulliken_charge:R:1
Ir -0.440 -1.050 -1.361 2.563
C 0.324 -4.902 1.086 -1.192
C -0.710 -3.971 1.633 0.658
N -1.336 -4.276 2.735 -0.714
C -2.259 -3.422 3.236 -1.018
C -2.581 -2.231 2.652 0.639
C -3.576 -1.331 3.336 -0.994
O -4.697 -0.985 2.524 -0.530
C -1.925 -1.869 1.441 0.169
C -2.191 -0.579 0.887 -0.959
N -1.626 -0.025 -0.139 -0.372
C -1.908 1.354 -0.392 0.277
C -2.076 2.227 0.685 -0.114
C -2.373 3.564 0.492 -0.760
C -2.487 4.069 -0.793 -0.699
C -2.284 3.227 -1.874 -0.520
C -1.989 1.887 -1.675 0.040
I -1.626 0.722 -3.375 0.185
C -0.973 -2.751 0.918 1.006
O -0.314 -2.610 -0.193 -1.446
H 0.364 -5.796 1.703 0.426
H 1.302 -4.415 1.077 0.267
H 0.098 -5.170 0.053 0.271
H -2.735 -3.727 4.161 0.346
H -3.113 -0.381 3.613 0.355
H -3.903 -1.811 4.261 0.368
H -5.131 -1.799 2.249 0.359
H -2.961 -0.003 1.383 1.302
H -1.941 1.851 1.690 0.376
H -2.496 4.211 1.350 0.424
H -2.711 5.114 -0.960 0.396
H -2.345 3.614 -2.882 0.394
N 3.637 5.430 1.947 -0.553
C 3.206 4.130 1.725 1.103
C 1.842 3.837 1.651 -0.834
C 1.422 2.548 1.388 -0.053
C 2.351 1.540 1.179 -0.732
C 3.709 1.817 1.252 -0.273
C 4.132 3.102 1.528 -0.849
S 1.783 -0.096 0.866 1.454
O 0.577 -0.270 1.632 -0.662
O 2.880 -0.997 1.058 -0.778
N 1.283 -0.120 -0.710 -0.364
C 2.196 0.011 -1.730 0.415
N 3.410 0.524 -1.532 -0.392
C 4.185 0.614 -2.605 -0.179
C 3.782 0.216 -3.868 -0.842
C 2.493 -0.284 -3.960 -0.173
N 1.697 -0.386 -2.908 -0.102
H 2.978 6.044 2.394 0.226
H 4.574 5.531 2.298 0.224
H 1.115 4.626 1.809 0.326
H 0.367 2.312 1.353 0.255
H 4.418 1.018 1.094 0.504
H 5.191 3.320 1.589 0.281
H 5.174 1.031 -2.444 0.418
H 4.435 0.291 -4.724 0.389
H 2.082 -0.624 -4.905 0.446
Cl -2.590 -2.849 -5.278 -0.137
C -2.027 -3.821 -3.889 0.722
Cl -3.410 -4.527 -3.057 -0.127
Cl -0.942 -5.085 -4.444 -0.115
C -1.284 -2.828 -2.976 0.044
O -0.066 -2.631 -3.111 -0.554
O -1.987 -2.163 -2.145 -0.592
```

- E_LUMO (eV) = -0.64
- HOMO level (Eh) = -0.297
- relative energy (zero: lowest compared OMol25 entry of this formula, charge and spin) (kcal/mol) = 34.04



Below is the molecule C19H18F2N2O3, with properties calculated with ωB97M-V/def2-TZVPD.

Geometry as XYZ:
```
44
Properties=species:S:1:pos:R:3:mulliken_charge:R:1
O -1.121 -2.187 0.951 -0.677
C -0.291 -1.624 0.267 0.258
N 1.040 -1.797 0.447 0.163
C 2.070 -0.947 -0.100 -0.334
H 1.609 -0.174 -0.714 0.343
C 2.852 -0.322 1.085 -1.310
N 2.039 -0.268 2.274 0.052
C 1.124 0.760 2.459 0.688
C 0.879 1.737 1.490 -0.035
C 0.000 2.778 1.727 -0.933
C -0.648 2.852 2.943 0.392
C -0.418 1.913 3.932 -0.853
C 0.467 0.884 3.691 -0.272
H 0.666 0.178 4.481 0.489
H -0.923 1.999 4.882 0.442
F -1.512 3.866 3.178 -0.357
H -0.193 3.521 0.970 0.428
H 1.363 1.700 0.528 0.240
C 1.739 -1.600 2.771 -0.967
H 2.573 -1.961 3.384 0.322
C 1.492 -2.564 1.586 -0.952
H 0.719 -3.289 1.838 0.455
H 2.406 -3.093 1.302 0.375
H 0.841 -1.560 3.384 0.465
H 3.722 -0.942 1.324 0.380
H 3.213 0.675 0.835 0.470
H 2.741 -1.541 -0.732 0.336
C -0.696 -0.710 -0.852 0.407
C -1.482 0.394 -0.568 -0.405
C -1.907 1.204 -1.607 -0.066
C -1.611 0.915 -2.925 -0.910
C -0.849 -0.207 -3.217 0.877
C -0.373 -1.010 -2.181 0.367
O 0.404 -2.109 -2.425 -0.394
C 0.863 -2.219 -3.751 -0.440
O -0.110 -1.958 -4.698 -0.413
C -0.540 -0.611 -4.634 -0.805
H -1.433 -0.552 -5.260 0.425
H 0.234 0.051 -5.060 0.290
H 1.177 -3.258 -3.880 0.242
H 1.730 -1.541 -3.885 0.391
H -1.980 1.549 -3.716 0.504
F -2.637 2.301 -1.330 -0.360
H -1.752 0.623 0.450 0.683
```

- E_LUMO (eV) = 0.55
- SMILES = O=C(c1cc(F)cc2c1OCOC2)N1CCN(c2ccc(F)cc2)CC1
- HOMO level (Eh) = -0.287
- relative energy (zero: lowest compared OMol25 entry of this formula, charge and spin) (kcal/mol) = 0.00



Below is a structure of composition C33H36AsBCsIN12S, with properties calculated with ωB97M-V/def2-TZVPD.

Geometry as XYZ:
```
86
Properties=species:S:1:pos:R:3:mulliken_charge:R:1
Cs 0.852 0.839 -0.024 1.191
C 0.181 -2.909 3.483 -0.895
C -0.876 -2.452 2.673 -0.134
N -1.189 -1.190 2.943 -0.900
N -0.347 -0.812 3.926 0.869
C 0.478 -1.821 4.275 -0.342
B -0.355 0.586 4.604 0.049
N 1.073 1.184 4.530 0.173
C 1.786 1.707 5.550 -0.388
C 3.004 2.120 5.050 -0.952
C 2.934 1.787 3.682 -0.508
N 1.773 1.225 3.383 0.086
N -1.393 1.515 3.947 0.180
C -2.468 2.059 4.554 -0.312
C -3.134 2.836 3.630 -1.007
C -2.365 2.691 2.457 -0.334
N -1.325 1.893 2.659 -0.122
H 0.658 -3.877 3.490 0.483
H -1.398 -2.980 1.889 0.288
H 1.234 -1.686 5.035 0.473
H -0.639 0.488 5.782 -0.200
H 1.377 1.749 6.547 0.425
H 3.816 2.577 5.591 0.380
H 3.678 1.922 2.911 0.518
H -2.677 1.854 5.592 0.424
H -4.030 3.417 3.780 0.362
H -2.533 3.120 1.480 0.481
S -1.518 4.550 -3.556 -0.460
C -2.828 3.666 -2.849 0.798
C -4.201 3.858 -2.972 -0.460
C -5.050 3.009 -2.280 -0.608
C -4.535 1.988 -1.475 -1.021
C -3.170 1.797 -1.357 -0.098
C -2.303 2.638 -2.055 -1.163
N -0.922 2.549 -2.037 -0.007
C -0.350 3.455 -2.756 -0.271
C 1.102 3.657 -2.920 1.199
C 1.545 4.516 -3.939 -0.690
C 2.894 4.766 -4.092 -0.614
C 3.789 4.137 -3.224 -0.527
C 3.319 3.269 -2.247 -0.737
C 1.955 2.978 -2.020 -0.249
H -4.596 4.655 -3.590 0.385
H -6.122 3.141 -2.359 0.349
H -5.213 1.344 -0.930 0.426
H -2.764 1.019 -0.719 1.231
H 0.837 4.973 -4.628 0.244
H 3.250 5.424 -4.875 0.358
H 4.854 4.328 -3.326 0.323
H 4.066 2.780 -1.620 0.330
N 2.089 -2.153 -1.007 -0.767
C 2.948 -2.211 -1.810 0.657
N 3.902 -2.236 -2.657 -0.779
C 4.249 -3.099 -3.568 0.501
N 4.631 -3.823 -4.398 -0.657
I 4.662 -3.461 5.324 0.040
C 4.168 -2.514 3.556 -0.519
C 3.349 -2.996 2.562 -0.505
N 3.296 -2.031 1.631 0.686
N 4.028 -0.956 1.947 -0.697
C 4.565 -1.234 3.124 -0.204
H 2.813 -3.925 2.468 0.587
H 2.784 -2.062 0.742 0.374
H 5.192 -0.519 3.633 0.455
C -3.549 -3.283 -0.676 -1.142
C -3.018 -2.413 -1.816 -0.558
As -1.054 -2.164 -1.699 0.222
C -0.513 -3.866 -2.539 -0.752
C -0.105 -4.912 -1.497 -1.087
C -0.889 -0.978 -3.273 -0.013
C -1.318 -1.542 -4.626 -1.301
H -4.638 -3.376 -0.714 0.408
H -3.284 -2.861 0.295 0.199
H -3.131 -4.292 -0.722 0.260
H -3.458 -1.413 -1.765 0.214
H -3.294 -2.840 -2.783 0.381
H 0.337 -3.637 -3.184 0.398
H -1.324 -4.230 -3.171 0.508
H 0.742 -4.548 -0.913 0.154
H 0.182 -5.853 -1.973 0.377
H -0.918 -5.122 -0.798 0.236
H 0.154 -0.657 -3.312 0.439
H -1.472 -0.085 -3.033 -0.111
H -0.681 -2.372 -4.935 0.286
H -1.252 -0.772 -5.399 0.409
H -2.349 -1.901 -4.607 0.274
```

- E_LUMO (eV) = 3.34
- HOMO level (Eh) = -0.084
- relative energy (zero: lowest compared OMol25 entry of this formula, charge and spin) (kcal/mol) = 21.31
- net charge = -2



Below is a structure of composition C18H14BF4FeN5S5 at a distorted geometry, with properties calculated with ωB97M-V/def2-TZVPD.

Geometry as XYZ:
```
48
Properties=species:S:1:pos:R:3:lowdin_spin:R:1
Fe 0.237 -0.683 0.201 1.910
S -7.141 -0.441 0.319 0.353
C -5.458 -0.288 0.198 0.478
S -4.524 -0.756 -1.232 0.171
C -2.949 -0.446 -0.572 0.165
C -2.929 0.135 0.723 0.224
S -1.498 0.597 1.505 0.174
S -4.454 0.419 1.474 0.215
S -1.576 -0.790 -1.489 0.195
F 0.352 -2.799 0.503 0.030
B 0.730 -3.940 1.324 0.003
F 2.126 -4.095 1.212 0.000
F 0.364 -3.666 2.649 0.000
F 0.066 -5.065 0.832 0.001
N 1.557 -0.003 -0.895 0.085
C 2.721 0.401 -1.060 0.007
C 3.279 1.483 -0.151 0.006
C 4.535 1.387 0.445 -0.001
C 4.970 2.347 1.354 0.001
C 4.158 3.428 1.669 -0.004
C 2.901 3.531 1.080 0.000
C 2.466 2.562 0.186 -0.003
C 3.598 -0.126 -2.183 0.005
C 4.716 0.554 -2.658 -0.003
C 5.467 0.046 -3.715 0.001
C 5.104 -1.150 -4.313 -0.004
C 3.979 -1.829 -3.853 0.000
C 3.235 -1.320 -2.801 -0.002
H 5.165 0.534 0.217 0.000
H 5.945 2.246 1.817 0.000
H 4.491 4.175 2.381 0.000
H 2.255 4.367 1.326 0.000
H 1.476 2.615 -0.255 0.000
H 4.998 1.498 -2.207 0.000
H 6.338 0.587 -4.066 0.000
H 5.687 -1.550 -5.135 0.000
H 3.687 -2.765 -4.313 0.000
H 2.356 -1.832 -2.427 0.000
N 2.263 2.473 5.225 0.000
C 1.731 1.769 4.178 -0.001
N 0.500 2.149 3.770 0.001
N 2.447 0.825 3.648 -0.001
C 1.846 0.099 2.711 -0.004
N 1.309 -0.511 1.902 -0.004
H 1.996 3.444 5.257 0.000
H 3.258 2.330 5.303 0.000
H -0.112 2.544 4.465 0.000
H 0.019 1.544 3.106 0.001
```

- E_LUMO (spin up / spin down) (eV) = 3.71 / 3.70
- HOMO level (spin up / spin down) (Eh) = 0.013 / -0.080
- multiplicity = 5
- relative energy (zero: lowest compared OMol25 entry of this formula, charge and spin) (kcal/mol) = 29.31
- net charge = -2



Below is a cluster of 2 separate species, C10H16O in total at a distorted geometry, with properties calculated with ωB97M-V/def2-TZVPD.

Geometry as XYZ:
```
27
Properties=species:S:1:pos:R:3:mulliken_charge:R:1
C 1.493 2.892 -1.195 0.032
C 2.642 1.946 -0.977 -1.097
C 0.185 2.734 -0.377 -1.020
H 1.809 3.866 -0.696 0.197
H 1.308 3.028 -2.371 0.206
H 3.062 1.725 0.012 0.307
H -0.591 3.455 -0.705 0.352
H -0.408 1.802 -0.595 0.231
H 0.296 2.905 0.692 0.263
H 2.306 1.039 -1.390 0.256
H 3.501 2.377 -1.537 0.322
C -1.955 -3.005 -1.202 -1.440
C -1.834 -2.349 1.110 -0.568
C -1.221 -2.209 -0.203 0.811
C -1.354 -1.668 2.177 -0.496
C -0.055 -1.530 -0.377 -0.649
C -0.171 -0.855 1.914 0.612
C 0.404 -0.709 0.739 -0.294
O -0.030 -0.167 3.005 -0.541
H -2.756 -2.901 1.245 0.331
H -1.770 -1.796 3.174 0.395
H -2.106 -4.085 -0.979 0.318
H -1.581 -3.225 -2.180 0.413
H 0.289 -1.194 -1.394 0.266
H 1.103 0.009 0.381 0.254
H 0.555 0.571 2.951 0.301
H -3.120 -2.654 -1.221 0.239
```

- E_LUMO (eV) = 0.78
- SMILES = Cc1ccc(O)cc1.CCC
- HOMO level (Eh) = -0.298
- relative energy (zero: lowest compared OMol25 entry of this formula, charge and spin) (kcal/mol) = 71.59



Number 1: total energy -59201.0348 eV. Number 2: total energy -107870.8579 eV. Number 3: total energy -34552.5246 eV. Number 4: total energy -133687.8455 eV. Number 5: total energy -126461.3614 eV. Number 6: total energy -12674.6205 eV.